Entry 1:
{"formula": "C39H43BN7O3P2PdS2", "method": "the ωB97M-V functional and the def2-TZVPD basis", "symbols": ["Pd", "B", "N", "C", "C", "C", "N", "N", "C", "C", "C", "N", "H", "H", "H", "H", "H", "H", "H", "H", "C", "S", "O", "O", "O", "H", "H", "H", "N", "C", "N", "C", "C", "C", "C", "C", "H", "H", "H", "H", "H", "H", "H", "H", "H", "H", "S", "C", "N", "C", "P", "C", "C", "C", "C", "C", "C", "C", "C", "C", "C", "C", "C", "P", "C", "C", "C", "C", "C", "C", "C", "C", "C", "C", "C", "C", "H", "H", "H", "H", "H", "H", "H", "H", "H", "H", "H", "H", "H", "H", "H", "H", "H", "H", "H", "H", "H", "H"], "positions_angstrom": [[-1.79149, -0.23088, 1.11852], [-4.10116, -2.41596, 0.16811], [-4.14417, -2.12422, 1.69825], [-4.90017, -2.64721, 2.67057], [-4.59951, -2.01127, 3.86346], [-3.61863, -1.08168, 3.51959], [-3.37012, -1.15779, 2.21742], [-2.64523, -2.92680, -0.11049], [-2.20405, -4.16087, -0.35280], [-0.81444, -4.14942, -0.34745], [-0.49019, -2.82098, -0.07788], [-1.60331, -2.09259, 0.02704], [-4.87301, -3.30254, -0.09163], [-4.26993, -1.39307, -0.45198], [-5.60761, -3.42685, 2.44325], [-5.03120, -2.19134, 4.83181], [-3.08873, -0.36873, 4.13029], [-2.90644, -4.96687, -0.48388], [-0.15328, -4.99157, -0.45534], [0.46074, -2.35841, 0.13828], [1.85871, -0.33133, 3.65039], [0.65674, -0.17808, 2.37676], [1.38484, -0.29161, 1.10628], [-0.32579, -1.27794, 2.55889], [0.00208, 1.11027, 2.57507], [2.32128, -1.31389, 3.58692], [1.36008, -0.21051, 4.60932], [2.59520, 0.45419, 3.50095], [-3.01621, 1.72982, 1.75310], [-2.86304, 2.72751, 2.31881], [-2.66031, 3.83869, 2.98996], [-3.81368, 4.60669, 3.49950], [-3.71085, 4.74647, 5.02182], [-3.09620, 3.48248, 5.61596], [-1.63084, 3.33685, 5.17532], [-1.42048, 3.93304, 3.77906], [-4.71790, 4.06333, 3.22618], [-3.83942, 5.57949, 3.00587], [-4.70488, 4.93570, 5.42716], [-3.09667, 5.61300, 5.27991], [-3.67202, 2.61841, 5.27017], [-3.16900, 3.48802, 6.70299], [-1.34216, 2.28438, 5.16941], [-0.96894, 3.84881, 5.87711], [-0.62767, 3.42593, 3.23432], [-1.16875, 4.99360, 3.82853], [-0.59681, 3.99090, -0.04347], [-0.88416, 2.46262, -0.29810], [-1.10461, 1.30044, -0.52592], [1.11622, -1.17622, -2.45171], [0.09475, 0.32426, -1.88353], [-1.19613, 0.27995, -3.12616], [-1.83933, -0.92853, -3.39504], [-2.91733, -0.96188, -4.26644], [-3.35719, 0.20646, -4.86925], [-2.73507, 1.41545, -4.58390], [-1.66714, 1.45882, -3.70440], [1.28106, 1.63469, -2.21534], [1.57199, 2.05551, -3.51368], [2.53766, 3.02657, -3.72251], [3.20834, 3.58182, -2.63890], [2.92249, 3.15990, -1.35031], [1.96491, 2.18020, -1.13170], [2.52631, -1.62071, -1.43504], [2.97225, -3.30485, -1.68352], [4.22152, -3.72819, -1.19155], [4.61724, -5.03976, -1.35321], [3.77673, -5.94166, -1.99770], [2.53585, -5.53677, -2.47650], [2.12220, -4.22947, -2.31010], [3.99807, -0.62237, -1.62992], [4.65540, -0.09929, -0.52314], [5.86419, 0.55904, -0.70136], [6.39211, 0.70610, -1.97451], [5.72534, 0.19056, -3.08069], [4.53103, -0.48810, -2.91447], [1.45954, -1.01944, -3.48233], [0.44569, -2.03153, -2.40593], [-1.54239, -1.84235, -2.89482], [-3.42345, -1.89861, -4.45664], [-4.19869, 0.17971, -5.54868], [-3.09283, 2.33003, -5.03757], [-1.21222, 2.41050, -3.45754], [1.04445, 1.63174, -4.36003], [2.75833, 3.35891, -4.72831], [3.95242, 4.35046, -2.80383], [3.44239, 3.59620, -0.50717], [1.73880, 1.84426, -0.12500], [4.87678, -3.02164, -0.69808], [5.57919, -5.36392, -0.98100], [4.08996, -6.96921, -2.12728], [1.89074, -6.24476, -2.97866], [1.15108, -3.92933, -2.67624], [4.23150, -0.20742, 0.46757], [6.38663, 0.96252, 0.15543], [7.33242, 1.22359, -2.11114], [6.14209, 0.30617, -4.07213], [4.02742, -0.91568, -3.77347]], "spin_multiplicity": 5, "e_lumo_ev": [-2.24, -5.28], "relative_energy_kcal_mol": 2.3, "energy_ev": -102110.364, "homo_lumo_gap_ev": [7.7, 5.4], "total_charge": 1}

---

Entry 2:
{"formula": "C3H5O2S2", "method": "the ωB97M-V functional and the def2-TZVPD basis", "symbols": ["C", "C", "C", "O", "O", "S", "S", "H", "H", "H", "H", "H"], "positions_angstrom": [[-0.00616, -0.93783, -0.41184], [-0.82717, 0.32638, -0.77554], [0.89992, -0.66112, 0.60680], [-0.28495, -2.00764, -0.92240], [2.16259, 1.11341, -1.08785], [3.88075, -0.34940, 0.67496], [2.51063, -0.28468, -0.70471], [-0.65207, 1.08637, 0.01850], [-0.48973, 0.65616, -1.72233], [-1.88224, 0.19074, -0.87412], [0.97054, 0.19189, 1.17212], [1.31307, -1.39312, 1.36720]], "e_lumo_ev": 3.70, "relative_energy_kcal_mol": 37.4, "energy_ev": -28957.790, "homo_lumo_gap_ev": 7.4, "total_charge": -1}

---

Entry 3:
{"formula": "C35H33IrN6O2SeSi", "method": "the ωB97M-V functional and the def2-TZVPD basis", "symbols": ["Ir", "Se", "N", "C", "C", "C", "C", "C", "N", "C", "C", "N", "C", "C", "C", "C", "C", "N", "H", "H", "H", "H", "H", "H", "C", "Si", "C", "C", "N", "C", "C", "C", "C", "C", "C", "H", "H", "H", "H", "H", "H", "H", "H", "H", "H", "H", "H", "H", "H", "C", "O", "C", "C", "C", "C", "C", "C", "N", "C", "C", "C", "C", "C", "C", "C", "O", "H", "H", "H", "H", "H", "H", "H", "H", "H", "H", "H", "H", "H"], "positions_angstrom": [[-0.52105, 0.00355, -0.67300], [-2.33464, 1.93551, 6.41713], [-2.73109, 2.62603, 4.82926], [-2.15271, 1.87640, 3.92924], [-2.24413, 2.13299, 2.49429], [-2.95672, 3.18662, 1.91819], [-2.95235, 3.32094, 0.54503], [-2.22964, 2.42432, -0.23617], [-1.54496, 1.42348, 0.31062], [-1.56347, 1.26496, 1.65358], [-0.81264, 0.13665, 2.15302], [-0.25915, -0.65326, 1.20517], [0.42170, -1.73155, 1.56716], [0.57172, -2.07450, 2.90935], [0.00283, -1.28546, 3.88603], [-0.71255, -0.14548, 3.50556], [-1.39226, 0.75907, 4.42807], [-1.36489, 0.61646, 5.72623], [-3.49669, 3.87620, 2.55341], [-3.49829, 4.11588, 0.05829], [-2.19880, 2.50797, -1.31245], [0.83704, -2.33462, 0.77116], [1.12162, -2.96886, 3.16418], [0.09032, -1.53293, 4.93586], [-3.13344, -0.72898, -4.13550], [-1.68396, -1.10729, -3.03831], [-0.63759, 0.52082, -3.04957], [-0.66789, -2.50935, -3.70248], [-1.91309, -1.22564, -1.30417], [-2.95000, -1.92210, -0.65117], [-3.06750, -2.00425, 0.73700], [-4.11076, -2.70185, 1.32639], [-5.05607, -3.35189, 0.54839], [-4.94619, -3.28895, -0.83324], [-3.91598, -2.57849, -1.42312], [-2.76966, -0.22616, -5.03564], [-3.86586, -0.07622, -3.65669], [-3.64512, -1.63352, -4.46724], [0.21136, 0.37947, -3.71813], [-0.18301, 1.15234, -2.23729], [-1.31317, 1.25949, -3.48803], [-0.49300, -2.41483, -4.77544], [-1.18132, -3.45959, -3.53510], [0.29499, -2.56885, -3.19239], [-2.34150, -1.52944, 1.37368], [-4.17649, -2.74290, 2.40589], [-5.86511, -3.90071, 1.00942], [-5.66992, -3.79084, -1.46127], [-3.86393, -2.54038, -2.50398], [4.99529, 0.48594, 1.74173], [4.44305, 0.49370, 0.42505], [3.92974, -0.65123, -0.05847], [3.80737, -1.83672, 0.66288], [3.30321, -2.97725, 0.05334], [2.89041, -2.95543, -1.27113], [3.01564, -1.77990, -1.99626], [3.52444, -0.63967, -1.39905], [3.80264, 0.49089, -2.22904], [3.68441, 1.78174, -2.02582], [2.97727, 2.52529, -1.05178], [3.41207, 3.86255, -0.88152], [2.84476, 4.68477, 0.05136], [1.78633, 4.18478, 0.82374], [1.30042, 2.91023, 0.64477], [1.86122, 2.03758, -0.30777], [1.40162, 0.84726, -0.56105], [5.39700, 1.48166, 1.89939], [5.79662, -0.24922, 1.82377], [4.22181, 0.28257, 2.48460], [4.14075, -1.88043, 1.68918], [3.25320, -3.89960, 0.61826], [2.51523, -3.85076, -1.74715], [2.74072, -1.74871, -3.04419], [4.32972, 0.24447, -3.05770], [4.24183, 2.37043, -2.74834], [4.23323, 4.22030, -1.49153], [3.19830, 5.69566, 0.18980], [1.33318, 4.82098, 1.57396], [0.48354, 2.55785, 1.25779]], "e_lumo_ev": [-6.24, -6.24], "relative_energy_kcal_mol": 9.6, "energy_ev": -125916.582, "homo_lumo_gap_ev": [6.4, 6.4], "total_charge": 2}

---

Entry 4:
{"formula": "C4H6O2", "method": "the ωB97M-V functional and the def2-TZVPD basis", "symbols": ["O", "C", "O", "C", "C", "C", "H", "H", "H", "H", "H", "H"], "positions_angstrom": [[2.48050, -1.89469, 0.54930], [2.54887, -1.29915, -0.41403], [1.14762, 0.80877, 0.12863], [-0.06014, 0.24470, 0.55933], [-0.98149, -0.41685, -0.41993], [-1.31170, 0.94395, 0.14336], [1.43575, 0.36790, -0.68186], [-0.00439, -0.17580, 1.56326], [-0.66794, -0.47941, -1.46016], [-1.57157, -1.26348, -0.08057], [-1.15132, 1.79609, -0.51007], [-2.13424, 1.03876, 0.84488]], "e_lumo_ev": 1.12, "relative_energy_kcal_mol": 44.5, "energy_ev": -8338.531, "homo_lumo_gap_ev": 11.0}